ORCA calculation (ωB97M-V with the def2-TZVPD basis set) on a structure of composition C48H44BrCsN6O5STe.

Structure (XYZ):
```
107
Properties=species:S:1:pos:R:3:forces:R:3
Cs -0.474 -1.079 -1.559 -0.53 0.78 -0.70
O 6.763 0.619 1.938 -0.58 -0.11 0.38
C 5.516 0.295 2.579 -0.34 0.48 -0.33
C 4.303 0.241 1.633 0.38 0.00 -0.01
C 2.985 0.086 2.122 0.27 -0.11 0.13
C 1.954 0.215 1.211 -0.17 0.26 -0.48
N 2.075 0.415 -0.103 0.18 -0.48 -0.10
C 3.343 0.348 -0.618 0.34 0.13 0.17
C 4.453 0.389 0.278 0.51 0.05 0.18
C 3.587 0.324 -2.027 -0.14 0.19 0.41
C 4.812 -0.177 -2.560 -0.13 0.01 -0.46
C 5.017 -0.227 -3.916 -0.06 0.24 0.38
C 6.223 -0.874 -4.502 -0.16 -0.90 -0.52
O 7.224 0.028 -4.974 -0.19 0.67 0.12
C 4.023 0.298 -4.759 -0.25 0.14 -0.56
C 2.835 0.723 -4.173 0.30 0.10 -0.16
N 2.591 0.753 -2.865 -0.36 -0.09 -0.69
H 6.871 -0.037 1.247 0.12 -0.12 -0.25
H 5.335 1.109 3.296 0.15 -0.32 -0.04
H 5.631 -0.652 3.129 -0.23 0.19 -0.07
H 2.763 -0.072 3.169 0.04 -0.03 0.04
H 0.924 0.180 1.539 -0.14 -0.01 0.30
H 5.426 0.677 -0.117 -0.12 -0.28 0.01
H 5.554 -0.617 -1.920 0.14 -0.16 0.34
H 5.911 -1.507 -5.365 0.25 0.39 0.46
H 6.669 -1.530 -3.761 0.16 -0.23 0.23
H 7.009 0.864 -4.533 0.25 -0.15 -0.21
H 4.181 0.319 -5.844 -0.26 -0.05 0.43
H 2.050 1.058 -4.855 -0.10 0.03 0.36
C -2.360 -2.559 3.259 -0.13 0.44 -0.50
C -2.085 -2.031 1.986 -1.23 0.82 0.20
N -1.110 -2.367 1.181 -0.31 0.45 -0.44
C -0.265 -3.356 1.576 -0.08 -0.51 1.23
C -0.481 -4.021 2.842 0.68 -0.45 -0.25
C -1.507 -3.590 3.665 0.38 -0.65 -0.10
C 0.445 -5.123 3.175 -0.55 0.51 -0.33
C 1.492 -5.442 2.380 -0.41 0.93 0.06
C 1.796 -4.652 1.196 -0.39 -0.45 0.09
C 2.908 -4.843 0.403 0.03 0.18 -0.42
C 3.157 -4.045 -0.734 -0.22 -0.26 0.26
C 2.191 -3.084 -1.012 0.50 -0.23 0.14
N 1.111 -2.895 -0.305 -0.48 -0.13 0.30
C 0.845 -3.658 0.802 1.12 -0.03 -0.16
H -3.208 -2.187 3.848 0.48 -0.26 -0.27
H -2.765 -1.250 1.577 0.39 -0.39 0.37
H -1.649 -4.122 4.591 -0.10 -0.03 0.35
H 0.251 -5.698 4.079 0.01 0.08 -0.05
H 2.150 -6.233 2.681 0.35 -0.39 -0.03
H 3.573 -5.646 0.645 0.45 -0.38 0.22
H 4.005 -4.192 -1.396 -0.07 0.01 0.22
H 2.318 -2.399 -1.839 0.14 0.10 -0.39
O -2.813 1.593 -2.038 -0.82 0.28 -0.42
N -3.982 2.018 -2.423 -0.08 -0.29 -0.82
C -4.339 2.057 -3.762 1.19 -0.16 0.56
C -5.569 2.477 -4.196 -0.26 0.29 -0.09
C -6.523 2.847 -3.242 0.14 -0.16 0.05
C -6.159 2.808 -1.907 -1.82 0.54 -0.52
C -4.915 2.407 -1.522 1.13 -0.22 0.84
S -4.647 2.302 0.183 0.39 -0.25 0.54
H -3.536 1.728 -4.415 -0.17 0.04 0.14
H -5.762 2.561 -5.277 0.10 -0.27 0.71
H -7.526 3.124 -3.535 0.04 0.11 0.01
H -6.862 3.075 -1.097 0.43 -0.12 -0.68
C -3.768 6.117 5.824 -0.18 0.07 0.16
C -3.399 5.293 4.623 0.17 -0.09 -0.78
C -2.954 5.857 3.429 -0.43 -0.44 0.07
C -2.652 5.090 2.288 -0.21 0.41 0.90
C -2.183 5.881 1.106 -0.64 0.27 -0.84
C -2.768 3.693 2.349 0.25 -0.18 0.05
Te -2.239 2.537 0.604 -0.22 0.34 0.21
C -3.161 3.087 3.565 0.01 0.66 0.18
C -3.263 1.615 3.827 -0.14 -0.57 -1.47
C -3.483 3.907 4.652 0.21 -0.04 -0.21
H -3.893 7.184 5.604 -0.04 -0.26 -0.15
H -3.001 6.050 6.590 0.25 -0.05 0.14
H -4.686 5.739 6.288 0.06 0.13 -0.15
H -2.914 6.933 3.351 0.15 0.20 -0.01
H -2.271 6.964 1.296 0.25 -0.42 0.10
H -2.783 5.707 0.196 0.11 -0.21 0.35
H -1.169 5.622 0.842 0.42 0.01 -0.03
H -2.328 1.075 3.678 0.21 0.15 0.15
H -3.947 1.111 3.127 0.04 0.25 0.00
H -3.653 1.418 4.802 -0.05 -0.06 0.72
H -3.776 3.417 5.563 -0.17 -0.09 0.32
C 2.970 4.822 -1.011 -0.03 -0.02 -0.74
C 2.753 3.456 -0.387 -0.52 -0.26 0.71
C 1.682 3.505 0.607 -1.00 0.14 0.62
N 0.774 3.589 1.321 0.68 -0.03 -0.51
H 3.699 4.702 -1.827 -0.32 0.22 0.15
H 3.365 5.551 -0.308 0.00 0.00 0.15
H 2.011 5.207 -1.410 0.59 -0.16 0.08
H 3.619 3.023 0.107 0.30 0.13 -0.04
H 2.419 2.693 -1.084 0.04 0.00 -0.48
Br -2.449 -8.583 -0.193 0.08 0.14 -0.07
C -2.363 -7.071 -1.384 -0.43 -0.87 0.13
C -3.271 -7.021 -2.418 -0.89 -0.01 -0.56
C -3.258 -5.896 -3.245 -0.25 -0.38 0.03
C -2.309 -4.910 -3.064 -0.12 0.44 0.06
C -1.403 -5.010 -2.021 0.15 0.25 -0.16
C -1.437 -6.084 -1.167 0.32 -0.06 0.63
C -2.262 -3.670 -3.931 -0.40 0.74 -0.62
O -3.327 -2.990 -4.018 0.91 -0.63 0.07
O -1.139 -3.467 -4.455 -0.37 0.29 0.24
H -4.047 -7.794 -2.573 0.67 0.42 0.24
H -4.011 -5.765 -4.020 0.16 -0.08 0.11
H -0.679 -4.219 -1.866 0.06 -0.11 0.00
H -0.779 -6.136 -0.314 0.17 0.00 0.08
```
Forces are in eV/Å.

Calculated values
**Total charge**: -2
**Frontier orbital gap (alpha / beta)**: 2.985 / 3.370 eV
**LUMO (alpha / beta)**: 3.241 / 3.241 eV
**E_HOMO (alpha / beta)**: 0.009 / -0.005 Eh

Mulliken atomic charge list, values in e, 8 entries:
1. Cs 1.11
2. O -0.57
3. C -0.78
4. C 0.82
5. C -1.21
6. C -0.87
7. N 0.55
8. C -0.29

=====

ORCA calculation (ωB97M-V with the def2-TZVPD basis set) on a structure of composition C48H44ClEuN5O8Si.

Structure (XYZ):
```
108
Properties=species:S:1:pos:R:3:forces:R:3
Eu -0.342 1.632 -0.106 1.25 0.02 1.02
O -3.425 4.724 0.991 -0.01 -0.04 0.03
C -2.528 3.895 0.937 -0.51 0.01 0.83
O -1.720 3.658 -0.007 0.70 -0.76 -0.65
C -2.248 3.056 2.211 -0.05 0.35 -0.22
C -2.979 3.152 3.389 0.09 0.01 -0.14
C -2.534 2.452 4.501 0.05 -0.04 -0.18
C -1.365 1.707 4.414 0.16 -0.17 -0.16
C -0.694 1.662 3.199 0.40 -0.02 0.05
N -1.148 2.310 2.129 -0.50 -0.04 0.36
C 0.681 0.988 2.958 -0.32 0.09 0.56
O 1.147 0.279 3.844 -0.09 -0.05 0.14
O 1.188 1.286 1.841 -0.08 0.14 -0.91
H -3.863 3.772 3.408 -0.02 0.06 -0.06
H -3.082 2.494 5.435 -0.01 0.03 0.01
H -0.956 1.169 5.255 0.06 -0.05 0.05
O 2.008 5.260 -4.559 -0.24 -0.30 -0.34
C 2.526 5.692 -3.435 0.16 0.00 0.11
O 3.304 6.619 -3.393 -0.13 -0.06 -0.02
C 2.127 4.978 -2.186 -0.01 -0.08 0.27
C 2.540 5.345 -0.908 -0.23 -0.15 -0.48
Cl 3.514 6.635 -0.411 0.00 0.12 0.07
N 1.993 4.481 -0.025 0.21 0.29 -0.49
N 1.258 3.566 -0.658 -0.20 -0.32 -0.42
C 1.313 3.838 -1.958 0.21 0.26 0.05
C 0.610 2.887 -2.924 0.57 0.71 -0.34
O 0.678 3.132 -4.138 -0.03 0.03 0.12
O 0.069 1.891 -2.398 -0.45 -0.37 0.46
C 2.158 4.468 1.380 -0.04 -0.05 0.86
C 1.042 4.488 2.206 0.14 0.20 -0.19
C 1.222 4.465 3.580 -0.02 0.05 -0.03
C 2.497 4.457 4.120 0.01 -0.04 0.04
C 3.603 4.453 3.287 0.04 0.00 -0.06
C 3.438 4.437 1.914 -0.12 -0.08 -0.06
H 1.432 4.414 -4.460 0.22 0.31 0.23
H 0.053 4.547 1.773 0.02 -0.05 -0.08
H 0.361 4.467 4.233 -0.10 -0.01 0.00
H 2.634 4.445 5.192 -0.03 0.01 0.05
H 4.601 4.458 3.698 0.06 -0.07 0.06
H 4.294 4.392 1.260 0.09 0.02 -0.09
C 4.628 -2.209 -4.214 -0.01 -0.03 0.16
C 4.723 -2.469 -2.703 0.10 -0.16 -0.09
C 6.120 -2.082 -2.196 -0.19 -0.04 -0.03
C 4.512 -3.965 -2.451 0.01 0.26 -0.02
C 3.677 -1.619 -2.003 -0.10 0.31 0.09
C 3.723 -0.229 -2.102 -0.14 -0.16 0.16
C 2.742 0.529 -1.489 0.30 0.12 -0.22
N 1.735 0.023 -0.790 -0.23 -0.41 0.07
C 1.700 -1.310 -0.632 0.52 0.29 -0.45
C 2.645 -2.144 -1.241 -0.16 0.15 0.11
C 0.656 -1.844 0.261 -0.69 -0.23 0.48
C 0.587 -3.197 0.616 0.09 0.36 -0.11
C -0.329 -3.631 1.561 -0.22 0.36 0.18
C -1.150 -2.657 2.131 0.30 -0.17 -0.19
C -1.067 -1.358 1.683 -0.10 0.00 0.10
N -0.204 -0.947 0.762 0.17 0.01 -0.35
C -0.469 -5.075 2.004 0.00 -0.26 0.01
C -1.901 -5.536 1.698 0.19 0.03 0.03
C 0.506 -6.005 1.278 -0.15 0.22 0.13
C -0.202 -5.163 3.514 0.01 0.03 -0.19
H 5.378 -2.793 -4.743 0.10 -0.08 -0.06
H 4.790 -1.160 -4.446 0.01 0.11 -0.05
H 3.645 -2.490 -4.584 -0.10 -0.01 -0.08
H 6.871 -2.716 -2.663 0.08 -0.06 -0.06
H 6.182 -2.209 -1.117 0.04 -0.01 0.11
H 6.358 -1.048 -2.431 0.03 0.12 -0.01
H 5.256 -4.540 -2.998 0.08 -0.03 -0.04
H 3.528 -4.280 -2.793 -0.10 -0.10 -0.01
H 4.615 -4.196 -1.393 -0.03 -0.10 0.11
H 4.507 0.267 -2.652 0.05 0.09 -0.05
H 2.783 1.608 -1.560 -0.07 0.03 -0.05
H 2.565 -3.208 -1.107 0.00 -0.06 0.01
H 1.263 -3.902 0.164 0.06 -0.04 -0.01
H -1.858 -2.904 2.903 -0.17 -0.01 0.06
H -1.732 -0.602 2.086 -0.04 -0.01 -0.03
H -2.092 -5.481 0.629 -0.08 0.01 -0.10
H -2.634 -4.909 2.197 -0.11 0.05 0.03
H -2.043 -6.563 2.027 0.00 -0.16 0.06
H 0.343 -5.967 0.203 0.05 -0.03 -0.15
H 0.350 -7.030 1.606 -0.02 -0.07 0.04
H 1.536 -5.731 1.498 0.16 -0.02 -0.04
H -0.951 -4.619 4.082 -0.08 0.07 0.08
H 0.773 -4.741 3.752 0.11 0.02 0.06
H -0.219 -6.203 3.834 -0.02 -0.11 0.05
C -5.520 2.078 -4.118 -0.01 0.07 -0.15
C -4.187 1.733 -4.263 -0.04 0.01 -0.23
C -3.468 1.276 -3.173 0.14 -0.07 0.03
C -4.061 1.142 -1.921 0.54 -0.12 0.47
C -5.407 1.477 -1.804 -0.05 -0.03 0.11
C -6.132 1.948 -2.883 -0.13 -0.02 0.01
Si -3.022 0.621 -0.370 -2.03 -0.48 -0.12
C -3.660 -1.203 -0.106 0.34 0.44 -0.08
C -4.311 -1.596 1.062 -0.03 0.19 0.04
C -4.773 -2.887 1.245 -0.10 -0.17 0.12
C -4.595 -3.833 0.249 -0.04 -0.10 0.04
C -3.933 -3.474 -0.914 -0.05 -0.25 -0.08
C -3.471 -2.181 -1.078 0.09 0.04 -0.12
H -6.076 2.464 -4.961 -0.05 0.01 -0.08
H -3.703 1.836 -5.226 0.03 0.02 -0.04
H -2.418 1.035 -3.296 0.07 0.05 -0.01
H -5.888 1.378 -0.841 -0.07 0.04 0.12
H -7.173 2.223 -2.759 -0.04 0.00 -0.01
H -3.982 1.209 0.683 0.47 0.00 -0.11
H -4.473 -0.865 1.843 -0.04 0.11 0.10
H -5.283 -3.160 2.161 -0.03 0.02 0.03
H -4.968 -4.840 0.384 0.00 -0.05 -0.02
H -3.789 -4.212 -1.695 0.03 0.01 -0.05
H -2.962 -1.915 -1.995 0.05 0.00 -0.16
```
Forces are in eV/Å.

Calculated values
**Total charge**: -1
**Frontier orbital gap (alpha / beta)**: 6.710 / 6.641 eV
**⟨S²⟩**: 12.0114
**Spin multiplicity**: 7
**LUMO (alpha / beta)**: 1.655 / 1.657 eV
**E_HOMO (alpha / beta)**: -0.186 / -0.183 Eh

Mulliken atomic charge list, values in e, 8 entries:
1. Eu 0.42
2. O -0.80
3. C -0.20
4. O -0.51
5. C 0.27
6. C -0.75
7. C -0.88
8. C -0.97

=====

no.,maximum force (hartree/bohr)
1,0.038
2,0.041